Record 1
Here is an isolated molecule of C18H22ClNO4 from the OMol25 dataset. Energies are from the ωB97M-V functional and the def2-TZVPD basis.

Values from the calculation:
* E_HOMO: -9.36 eV
* SMILES: O=C(CCC(=O)OCC(=O)c1ccc(Cl)cc1)NC1CCCCC1
* relative energy (zero: lowest compared OMol25 entry of this formula, charge and spin): 0.00 kJ/mol
* Kohn-Sham gap: 9.4 eV

CARTESIAN COORDINATES (ANGSTROEM)
O -1.93 1.20 -1.09
C -1.19 0.42 -1.66
C -1.56 -1.07 -1.70
C -0.55 -2.05 -2.29
C 0.73 -2.07 -1.48
O 1.71 -1.42 -1.74
O 0.62 -2.87 -0.43
C 1.72 -2.95 0.47
C 1.28 -2.81 1.92
O 1.77 -3.52 2.77
C 0.25 -1.80 2.22
C 0.06 -0.65 1.47
C -0.94 0.25 1.80
C -1.75 0.00 2.89
Cl -3.00 1.11 3.29
C -1.57 -1.14 3.67
C -0.57 -2.03 3.34
N -0.07 0.79 -2.30
C 0.41 2.16 -2.27
C 0.90 2.56 -3.66
C 1.43 3.99 -3.65
C 2.57 4.13 -2.64
C 2.08 3.73 -1.25
C 1.55 2.30 -1.25
H -1.79 -1.36 -0.67
H -2.49 -1.14 -2.26
H -0.99 -3.05 -2.27
H -0.31 -1.79 -3.33
H 2.45 -2.17 0.22
H 2.20 -3.93 0.34
H 0.70 -0.42 0.63
H -1.10 1.13 1.20
H -2.20 -1.31 4.52
H -0.40 -2.92 3.93
H 0.59 0.11 -2.62
H -0.43 2.79 -1.97
H 1.70 1.88 -3.97
H 0.08 2.47 -4.38
H 1.79 4.26 -4.65
H 0.62 4.67 -3.39
H 3.40 3.48 -2.93
H 2.93 5.16 -2.63
H 2.90 3.82 -0.53
H 1.29 4.41 -0.93
H 2.35 1.61 -1.51
H 1.18 2.04 -0.26



Record 2
Here is C4H7AsIrN2O2S4 as an isolated structure at a distorted geometry from the OMol25 dataset. Energies are from the ωB97M-V functional and the def2-TZVPD basis.

Values from the calculation:
* E_HOMO: -4.20 eV
* total charge: -1
* Kohn-Sham gap: 5.5 eV

CARTESIAN COORDINATES (ANGSTROEM)
Ir -0.07 -0.16 0.91
C -2.47 3.03 -0.57
C -1.65 2.08 0.26
N -1.11 1.02 -0.23
O -1.24 0.78 -1.58
C -1.43 2.29 1.66
C -2.05 3.35 2.50
N -0.55 1.42 2.15
O -0.16 1.46 3.33
H -2.18 2.98 -1.61
H -2.35 4.04 -0.20
H -3.52 2.75 -0.49
H -0.76 -0.05 -1.70
H -3.09 3.51 2.21
H -1.52 4.31 2.44
H -2.01 3.02 3.54
S 0.57 -5.05 0.57
As 0.64 -3.19 1.50
S 1.50 -1.55 0.17
S -1.28 -1.98 1.31
S 1.41 -3.00 3.42



Record 3
Here is C31H57N2O2P2Sn as an isolated structure at a distorted geometry from the OMol25 dataset. Energies are from the ωB97M-V functional and the def2-TZVPD basis.

Values from the calculation:
* E_HOMO: -9.50 eV
* relative energy (zero: lowest compared OMol25 entry of this formula, charge and spin): 388.64 kJ/mol
* total charge: +1
* Kohn-Sham gap: 6.6 eV

CARTESIAN COORDINATES (ANGSTROEM)
C -0.99 -2.27 -1.13
C 1.18 -1.42 -1.09
C -0.64 -3.35 -1.97
C 1.65 -2.61 -1.75
C 0.72 -3.57 -2.16
H -1.42 -3.89 -2.48
H 2.70 -2.69 -1.99
H 1.04 -4.48 -2.69
N -0.06 -1.48 -0.54
P -2.86 -0.89 0.48
P 2.67 1.07 -0.26
C -2.46 -1.87 -1.03
H -2.69 -1.26 -1.91
H -3.08 -2.76 -1.11
C -0.01 2.79 2.26
O 0.06 3.83 2.69
C 1.85 -0.10 -1.42
H 2.74 -0.44 -2.00
C 4.07 1.67 -1.36
C 3.42 0.69 1.48
C -4.10 0.49 -0.01
C -3.55 -2.11 1.62
C 3.75 3.19 -1.44
H 3.80 3.61 -0.42
H 4.50 3.67 -2.08
H 2.74 3.38 -1.83
C 5.48 1.48 -0.80
H 5.67 1.97 0.15
H 5.73 0.42 -0.74
H 6.15 1.92 -1.55
C 4.21 1.00 -2.74
H 4.75 1.67 -3.43
H 4.81 0.09 -2.66
H 3.28 0.69 -3.21
C 3.96 2.05 2.00
H 3.17 2.81 2.00
H 4.34 1.89 3.02
H 4.80 2.45 1.40
C 2.25 0.22 2.35
H 1.41 0.96 2.36
H 1.86 -0.76 2.02
H 2.60 0.10 3.39
C 4.49 -0.41 1.50
H 5.41 -0.16 0.95
H 4.78 -0.53 2.56
H 4.09 -1.37 1.13
C -3.88 -1.47 2.98
H -4.26 -2.24 3.67
H -2.99 -1.02 3.45
H -4.65 -0.69 2.90
C -2.56 -3.27 1.86
H -2.42 -3.88 0.96
H -1.58 -2.91 2.19
H -2.96 -3.94 2.64
C -4.82 -2.76 1.03
H -5.15 -3.57 1.69
H -5.65 -2.07 0.96
H -4.64 -3.18 0.03
C -3.81 0.90 -1.47
H -4.05 0.08 -2.17
H -4.47 1.74 -1.72
H -2.77 1.22 -1.60
C -3.91 1.69 0.93
H -2.90 2.11 0.91
H -4.60 2.48 0.59
H -4.16 1.44 1.97
C -5.54 0.00 0.07
H -5.71 -0.89 -0.56
H -5.85 -0.20 1.10
H -6.19 0.79 -0.32
Sn -0.64 0.45 0.80
N -0.14 1.48 -1.02
C 0.81 1.20 -1.79
C 0.54 1.98 -3.17
C 1.60 1.77 -4.22
C -0.77 1.45 -3.73
C 0.31 3.50 -3.01
H 2.54 2.24 -3.91
H 1.73 0.69 -4.38
H 1.39 2.20 -5.22
H -1.61 1.74 -3.09
H -1.07 1.83 -4.72
H -0.74 0.36 -3.84
H -0.12 3.99 -3.91
H -0.42 3.70 -2.22
H 1.22 4.06 -2.83
C -0.86 -2.51 5.17
C -0.15 -1.47 4.31
O 0.13 -1.92 2.96
H -1.81 -2.82 4.71
H -1.07 -2.07 6.15
H -0.23 -3.40 5.33
H -0.77 -0.57 4.18
H 0.79 -1.14 4.77
H 0.59 -2.77 3.04



Record 4
Here is C34H47ClIIrN5OPS as an isolated structure at a distorted geometry from the OMol25 dataset. Energies are from the ωB97M-V functional and the def2-TZVPD basis.

Values from the calculation:
* spin multiplicity: 5
* E_HOMO (alpha / beta): -12.05 / -13.74 eV
* relative energy (zero: lowest compared OMol25 entry of this formula, charge and spin): 107.23 kJ/mol
* <S²>: 6.0427
* total charge: +2
* Kohn-Sham gap (alpha / beta): 6.4 / 6.3 eV

CARTESIAN COORDINATES (ANGSTROEM)
Ir 0.00 -0.15 -0.17
Cl 4.46 -5.91 0.18
C 3.79 -4.35 0.18
C 4.54 -3.32 0.75
C 4.04 -2.03 0.79
I 5.16 -0.53 1.63
C 2.71 -1.75 0.27
O 2.17 -0.64 0.31
C 1.97 -2.84 -0.36
N 0.80 -2.48 -0.89
C 0.09 -3.42 -1.50
C 0.51 -4.76 -1.58
C 1.71 -5.12 -1.03
C 2.49 -4.13 -0.40
H 5.51 -3.54 1.16
H -0.86 -3.11 -1.94
H -0.12 -5.49 -2.08
H 2.07 -6.14 -1.09
C -3.22 0.21 -2.83
C -3.57 1.67 -3.11
C -4.03 2.40 -1.82
C -3.73 1.67 -0.50
C -4.40 0.28 -0.56
C -4.30 -0.40 -1.94
P -1.96 1.76 0.09
C -1.99 1.95 1.96
C -1.51 0.71 2.74
C -2.60 -0.31 3.03
C -3.78 0.33 3.76
C -4.34 1.48 2.93
C -3.26 2.52 2.61
C -1.45 3.47 -0.40
C -2.41 4.61 0.01
C -2.13 5.88 -0.80
C -0.64 6.03 -1.09
C -0.14 4.89 -2.01
C -1.00 3.62 -1.86
H -2.25 0.14 -2.34
H -3.13 -0.34 -3.77
H -4.39 1.69 -3.83
H -2.74 2.19 -3.59
H -5.12 2.49 -1.85
H -3.67 3.43 -1.81
H -4.22 2.24 0.29
H -5.45 0.44 -0.32
H -4.01 -0.36 0.24
H -5.26 -0.31 -2.46
H -4.13 -1.47 -1.83
H -1.21 2.71 2.07
H -1.08 1.05 3.69
H -0.68 0.23 2.22
H -2.19 -1.14 3.61
H -2.96 -0.73 2.07
H -3.43 0.71 4.72
H -4.55 -0.41 3.97
H -5.16 1.98 3.47
H -4.77 1.08 2.02
H -2.96 3.00 3.55
H -3.68 3.33 2.01
H -0.55 3.59 0.19
H -2.26 4.83 1.07
H -3.45 4.33 -0.10
H -2.50 6.75 -0.25
H -2.69 5.86 -1.75
H -0.09 6.02 -0.14
H -0.43 7.00 -1.55
H 0.90 4.67 -1.77
H -0.16 5.22 -3.05
H -0.44 2.74 -2.20
H -1.87 3.70 -2.52
C -3.84 -4.14 -0.63
N -3.17 -3.36 0.42
C -3.63 -3.52 1.81
C -2.35 -2.39 0.11
N -1.60 -1.56 -0.19
H -3.79 -5.20 -0.36
H -3.33 -4.00 -1.58
H -4.88 -3.84 -0.73
H -3.63 -4.58 2.05
H -4.64 -3.13 1.93
H -2.96 -3.00 2.49
S 1.45 2.17 0.24
C 1.80 1.82 -1.34
N 2.73 2.49 -2.08
C 3.05 2.18 -3.35
C 2.42 1.14 -3.97
C 1.47 0.46 -3.21
N 1.16 0.79 -1.97
H 3.21 3.24 -1.60
H 3.80 2.79 -3.82
H 2.65 0.87 -4.99
H 0.92 -0.38 -3.63



Record 5
Here is a 2-piece molecular cluster, C6H10O overall from the OMol25 dataset. Energies are from the ωB97M-V functional and the def2-TZVPD basis.

Values from the calculation:
* E_HOMO: -9.05 eV
* SMILES: C=C1C[C@@]2(O)C[C@@H]12.[H][H]
* relative energy (zero: lowest compared OMol25 entry of this formula, charge and spin): 279.00 kJ/mol
* Kohn-Sham gap: 9.9 eV

CARTESIAN COORDINATES (ANGSTROEM)
C 1.00 -2.18 -0.94
C 0.61 -1.04 -0.40
C -0.63 -0.63 0.41
C -0.06 0.80 0.42
O -0.82 1.94 0.23
C 1.30 0.84 1.02
C 1.13 0.36 -0.41
H 0.43 -3.10 -0.80
H 1.91 -2.24 -1.54
H -0.80 -1.11 1.38
H -1.53 -0.68 -0.20
H -1.08 2.27 1.10
H 1.73 1.83 1.10
H 1.61 0.13 1.79
H 1.62 0.87 -1.24
H -3.54 0.79 -1.15
H -2.93 1.14 -0.88



no.,electronic energy (Eh)
1,-1515.0726
2,-4349.4744
3,-2372.0309
4,-3273.9892
5,-309.7361